# C35H56CaN3O2P2

A molecular structure, C35H56CaN3O2P2 in a non-equilibrium geometry (ωB97M-V/def2-TZVPD, the OMol25 dataset).

```
99
Properties=species:S:1:pos:R:3:lowdin_charge:R:1
Ca 0.278 -0.712 0.289 1.18
P 1.018 1.417 2.252 1.07
P -1.130 -1.143 -2.973 1.06
O 3.755 -2.740 -0.607 0.09
O -0.181 -1.984 2.056 -0.24
N -0.912 -3.525 3.540 -0.12
N -1.114 1.304 0.020 -0.04
N 0.350 -0.642 -2.289 -0.16
C -0.470 -3.818 -2.870 -0.08
C 2.064 3.988 -3.627 -0.10
C 1.466 -3.424 3.137 0.02
C 2.950 3.269 3.205 -0.09
C 2.000 1.720 -2.778 -0.06
C 0.077 -2.935 2.880 -0.45
C -2.107 3.403 0.583 -0.07
C -0.193 0.623 -2.402 -0.51
C 0.084 1.498 3.921 -0.67
C -1.310 -2.814 -0.722 -0.13
C -1.618 0.594 -2.286 -0.24
C -3.245 3.085 -0.155 -0.09
C -2.060 1.154 -0.956 -0.31
C 2.829 1.999 2.360 -0.71
C -3.248 1.900 -0.896 -0.05
C 2.825 -2.176 -0.248 0.05
C -1.091 2.465 0.707 -0.37
C 0.669 4.086 -3.548 -0.08
C -1.470 -2.810 -2.263 -0.64
C 0.846 0.653 4.954 -0.10
C 0.199 2.834 1.438 -0.28
C -1.158 0.422 -5.357 -0.06
C -0.070 3.003 -3.072 -0.03
C -0.681 -4.681 4.407 -0.02
C 2.727 2.819 -3.227 -0.09
C 0.593 1.803 -2.713 -0.20
C 3.347 2.271 0.936 -0.10
C -2.921 -3.197 -2.621 -0.08
C -0.889 -1.007 -4.817 -0.60
C 3.656 0.863 2.988 -0.10
C -2.287 -3.064 3.354 0.00
C 0.564 -1.380 -5.174 -0.07
C -1.879 -1.947 -5.534 -0.09
C -0.133 2.914 4.479 -0.09
C -1.296 0.870 3.656 -0.10
H -1.211 -0.155 3.270 0.04
H 1.801 1.114 5.248 0.07
H 0.798 3.478 4.606 0.06
H 4.434 2.424 0.993 0.09
H -1.645 -5.003 4.794 0.09
H -0.380 1.144 -5.074 0.08
H -0.025 -4.418 5.245 0.10
H -2.255 0.996 -3.082 0.10
H -1.854 0.833 4.603 0.10
H 0.571 -3.512 -2.704 0.08
H 1.660 -3.457 4.221 0.10
H -3.075 -3.277 -3.705 0.06
H 0.895 3.238 0.684 0.09
H -0.608 -4.789 -2.371 0.09
H -0.220 -5.506 3.850 0.10
H 3.588 -0.064 2.399 0.06
H -0.613 -3.972 -3.948 0.07
H 2.631 4.834 -4.013 0.10
H -4.100 3.762 -0.173 0.10
H -2.927 -3.734 3.930 0.09
H -1.703 -3.006 -5.313 0.06
H -3.644 -2.462 -2.238 0.09
H -2.142 0.801 -5.054 0.08
H -1.886 1.458 2.942 0.08
H 1.604 -4.439 2.729 0.11
H 3.174 1.428 0.252 0.06
H -1.153 0.363 -6.454 0.09
H -4.114 1.600 -1.476 0.10
H 0.663 -1.372 -6.270 0.10
H -1.759 -3.729 -0.312 0.10
H 2.914 3.175 0.491 0.08
H 1.038 -0.368 4.589 0.07
H -1.750 -1.805 -6.617 0.09
H 2.767 3.087 4.273 0.07
H -2.582 -3.095 2.291 0.10
H -1.159 3.048 -3.010 0.12
H -3.148 -4.175 -2.169 0.09
H 0.025 3.660 2.138 0.07
H -2.418 -2.036 3.728 0.10
H 2.296 4.079 2.856 0.09
H 0.840 -2.377 -4.811 0.07
H 3.353 0.639 4.018 0.06
H -0.240 -2.876 -0.438 0.04
H 2.473 0.773 -2.515 0.09
H 1.280 -0.656 -4.768 0.08
H -1.946 4.376 1.040 0.11
H -0.589 2.810 5.475 0.09
H 4.708 1.176 3.008 0.09
H 2.199 -2.757 2.676 0.07
H -2.918 -1.690 -5.284 0.09
H 3.816 2.745 -3.299 0.10
H 0.150 4.980 -3.901 0.11
H 0.227 0.576 5.862 0.09
H -1.831 -1.966 -0.231 0.08
H -0.830 3.508 3.876 0.08
H 3.985 3.629 3.117 0.09
```

Charge = +1
Frontier orbital gap (spin up / spin down) = 4.09 / 5.20 eV
Highest occupied orbital energy (spin up / spin down) = -6.5 / -7.6 eV
E_LUMO (spin up / spin down) = -2.448 / -2.447 eV
DFT total energy = -82779.867 eV